DFT (ωB97M-V/def2-TZVPD) results for C40H42N4O2PPbS as an isolated structure.

Each line ends with the Mulliken charge.
Geometry (Å):
Pb: 0.266 -0.569 0.784  0.671
C: 1.362 -3.920 -1.421  -1.407
C: 0.276 -3.183 -2.217  0.414
N: -0.764 -2.629 -1.370  0.793
C: -1.771 -3.527 -0.842  -0.625
C: -1.354 -4.474 0.289  -0.977
S: -0.511 -3.793 1.750  -0.057
C: 1.142 -4.535 1.620  -0.772
C: 2.229 -3.715 0.910  -0.588
N: 1.784 -3.115 -0.311  0.665
H: 0.980 -4.872 -1.048  0.411
H: 2.173 -4.183 -2.122  0.444
H: 0.744 -2.341 -2.733  -0.664
H: -0.120 -3.859 -2.995  0.359
H: -1.235 -1.875 -1.851  -0.363
H: -2.583 -2.902 -0.472  0.086
H: -2.193 -4.179 -1.632  0.374
H: -2.278 -4.929 0.653  0.622
H: -0.744 -5.297 -0.080  0.402
H: 1.466 -4.719 2.646  0.505
H: 1.022 -5.519 1.160  0.425
H: 2.555 -2.903 1.566  0.181
H: 3.099 -4.389 0.793  0.285
H: 2.266 -2.261 -0.574  -0.335
C: 4.902 -0.695 -1.187  -1.609
C: 3.861 -0.369 -0.122  1.128
O: 2.654 -0.352 -0.539  -0.128
C: 4.321 -0.103 1.154  -1.312
C: 3.569 0.436 2.259  0.463
C: 4.371 1.069 3.375  -1.443
N: 2.275 0.428 2.301  0.638
N: 1.734 1.102 3.399  -0.659
C: 0.518 1.500 3.173  0.021
O: -0.184 1.333 2.099  -0.298
C: -0.155 2.238 4.291  0.439
C: 0.530 2.610 5.447  -0.357
C: -0.123 3.294 6.460  -0.629
C: -1.470 3.617 6.333  -0.318
C: -2.156 3.248 5.186  -0.708
C: -1.503 2.563 4.170  -0.313
H: 5.050 0.181 -1.825  0.304
H: 4.529 -1.503 -1.821  0.257
H: 5.866 -0.978 -0.763  0.385
H: 5.394 -0.146 1.295  0.118
H: 5.440 0.957 3.194  0.432
H: 4.109 0.619 4.334  0.264
H: 4.128 2.129 3.459  0.269
H: 1.576 2.347 5.527  0.452
H: 0.421 3.578 7.353  0.373
H: -1.979 4.153 7.125  0.359
H: -3.207 3.492 5.080  0.389
H: -2.023 2.263 3.269  0.438
C: 0.358 5.560 -1.785  -0.488
C: 0.286 4.823 -2.958  -0.728
C: -0.001 3.465 -2.909  -0.380
C: -0.210 2.841 -1.683  0.572
C: -0.114 3.578 -0.502  -0.806
C: 0.159 4.937 -0.559  -0.593
P: -0.613 1.081 -1.483  1.133
C: -0.118 0.306 -3.059  0.665
C: 1.255 0.226 -3.314  -0.756
C: 1.721 -0.430 -4.443  -0.533
C: 0.829 -1.037 -5.319  -0.587
C: -0.532 -0.979 -5.064  -0.628
C: -1.006 -0.305 -3.943  -0.576
C: -2.436 1.042 -1.501  0.071
C: -3.155 1.739 -2.439  0.018
C: -4.562 1.679 -2.455  -0.924
C: -5.216 0.927 -1.518  -0.917
C: -4.507 0.220 -0.517  1.127
C: -5.191 -0.517 0.480  -0.945
C: -4.478 -1.141 1.464  -0.888
C: -3.065 -1.072 1.480  -0.417
C: -2.320 -0.403 0.531  -1.029
C: -3.082 0.264 -0.486  0.735
H: 0.580 6.619 -1.823  0.364
H: 0.453 5.303 -3.915  0.391
H: -0.049 2.887 -3.824  0.442
H: -0.231 3.077 0.457  0.363
H: 0.231 5.505 0.360  0.443
H: 1.960 0.628 -2.596  0.203
H: 2.788 -0.489 -4.619  0.408
H: 1.196 -1.564 -6.192  0.354
H: -1.234 -1.457 -5.737  0.387
H: -2.071 -0.256 -3.756  0.327
H: -2.638 2.345 -3.177  0.450
H: -5.116 2.231 -3.205  0.405
H: -6.300 0.876 -1.514  0.364
H: -6.275 -0.556 0.455  0.331
H: -4.998 -1.691 2.242  0.395
H: -2.559 -1.583 2.298  0.444

The value obtained for the HOMO-LUMO gap is 6.226 eV. Its charge is -1. The LUMO energy comes out at 2.527 eV. For the max |F|, the calculation gives 0.3 eV/Å. The calculation puts the HOMO energy at -0.1360 Ha.